No. 1
C4H8F8Li3N4O18S9 as an isolated structure. Source: the OMol25 dataset; level of theory: ωB97M-V with the def2-TZVPD basis set.

As for the LUMO energy (alpha / beta): 2.1 / 1.9 eV. Its HOMO-LUMO gap (alpha / beta) is 4.58 / 7.37 eV. The calculation puts the molecular weight at 861.53 g mol⁻¹. As for the multiplicity: 2. The charge is -2. The HOMO energy (alpha / beta) is -2.51 / -5.46 eV.

Structure (XYZ):
```
54
Properties=species:S:1:pos:R:3:forces:R:3:lowdin_charge:R:1
Li 1.144351 2.508451 1.070960 0.17 1.26 -0.53 0.577
Li 1.511451 0.355621 1.864130 0.31 -0.82 0.73 0.565
Li -1.918449 -2.332009 1.037940 -0.32 0.88 0.00 0.754
N -3.759709 -2.395269 1.669410 -2.21 2.77 -0.80 -0.371
S -4.766099 -1.187209 1.009940 -0.34 1.77 -5.60 0.616
O -4.210159 0.156291 1.148770 -1.54 -2.68 -0.11 -0.269
O -6.215259 -1.415269 0.898860 3.07 0.43 1.33 -0.259
F -4.317579 -1.715209 -0.485660 -0.02 0.80 0.59 -0.240
S -4.463129 -2.261299 3.054650 -2.15 -4.27 7.34 0.465
O -5.647449 -3.124349 3.237110 1.51 2.13 -1.11 -0.308
O -4.465019 -1.015659 3.816800 0.35 -1.70 -2.02 -0.255
F -3.415479 -3.253559 3.760920 0.84 0.61 0.37 -0.219
N 3.268921 -1.061779 6.077130 -2.83 2.69 0.69 -0.288
S 2.048331 0.097591 6.437370 2.33 3.71 1.86 0.579
O 1.538711 0.151781 7.812360 -0.04 -1.49 -2.64 -0.296
O 1.336351 0.682481 5.345810 -1.24 -2.27 -0.82 -0.317
F 3.030741 1.355241 6.543230 1.55 0.05 0.41 -0.236
S 2.804831 -2.197419 7.043200 1.58 -4.22 4.21 0.479
O 1.573841 -2.829359 6.639170 0.41 0.37 0.18 -0.315
O 3.100141 -2.153269 8.507570 -0.93 0.65 -3.43 -0.341
F 3.988641 -3.238899 6.632920 -0.56 0.36 -0.52 -0.242
N -2.997449 2.278341 -5.303700 -0.51 -3.52 3.45 -0.299
S -2.344319 1.856221 -3.817950 0.11 0.28 1.28 0.578
O -2.201089 3.067111 -3.042090 0.12 -1.32 -0.60 -0.289
O -1.267909 0.854191 -3.714770 -2.37 1.51 -0.62 -0.318
F -3.650529 1.157271 -3.245960 0.61 -0.01 -0.44 -0.176
S -1.880369 2.981491 -5.999820 3.66 6.22 -4.89 0.482
O -0.520589 2.436001 -6.047520 -2.17 -0.09 0.14 -0.329
O -1.926109 4.450611 -5.871600 0.16 -2.28 0.30 -0.343
F -2.469349 2.908241 -7.570970 0.56 -0.83 1.31 -0.267
N -0.193049 1.236661 1.421030 2.78 -1.39 -2.90 -0.539
S -1.316279 1.271251 2.402650 -6.02 1.59 10.77 0.414
O -1.929479 0.002821 2.816990 1.62 1.91 -1.33 -0.275
O -2.076559 2.494801 2.314540 0.09 -1.31 -0.39 -0.231
F -0.435099 1.633261 3.722310 0.10 -0.51 -1.13 -0.211
S -1.181649 0.881381 0.184700 -0.78 -1.18 -5.93 0.523
O -1.881629 1.974171 -0.420260 0.62 -1.21 1.09 -0.192
O -1.744279 -0.478329 0.136530 1.65 1.42 0.21 -0.355
F 0.123401 0.766041 -0.754470 -0.01 -0.43 -0.41 -0.227
C 2.066041 -1.053639 -3.464250 -1.96 -0.95 2.33 -0.272
C 3.389061 -1.759379 -3.494530 1.87 0.72 -0.55 -0.216
C 4.401831 -0.792739 -2.730270 -1.08 -0.69 -1.08 -0.197
S 3.981651 0.779071 -3.566050 -1.57 0.74 -1.11 0.705
O 4.624661 0.901651 -4.882580 -0.46 -0.76 1.69 -0.344
O 4.029091 1.901441 -2.664890 0.86 0.15 0.40 -0.361
C 2.117801 0.410331 -3.678070 2.22 1.02 -0.54 -0.174
H 1.784731 -1.174769 -2.418160 -0.46 -0.01 0.32 0.103
H 1.197631 -1.462459 -3.980790 0.49 -0.46 -0.45 0.128
H 3.675401 -1.830319 -4.543850 0.54 -0.39 0.03 0.108
H 3.433391 -2.728899 -2.998380 -0.37 -0.02 -0.26 0.110
H 5.462221 -1.043709 -2.756290 -0.11 0.11 -0.54 0.096
H 4.113161 -0.797629 -1.679200 -0.17 0.59 -0.02 0.094
H 1.686101 0.731141 -4.626130 0.29 0.25 0.05 0.111
H 1.761581 1.021491 -2.848800 -0.26 -0.18 -0.28 0.085
```
Forces are in eV/Å.

---

No. 2
A 2-piece molecular cluster, C4H8FI overall. Source: the OMol25 dataset; level of theory: ωB97M-V with the def2-TZVPD basis set.

As for the LUMO energy (alpha / beta): -0.4 / 0.6 eV. Its HOMO-LUMO gap (alpha / beta) is 6.60 / 8.79 eV. The calculation puts the molecular weight at 202.01 g mol⁻¹. As for the energy above the lowest of the compared OMol25 structures with the same formula, charge and spin: 92.0 kcal/mol. The HOMO energy (alpha / beta) is -6.97 / -8.16 eV.

Structure (XYZ):
```
14
Properties=species:S:1:pos:R:3:forces:R:3:lowdin_charge:R:1
C -0.348127 0.945956 1.218205 1.54 -2.89 0.81 -0.059
C -1.231777 0.233135 -1.099487 -2.75 -0.51 1.12 -0.063
C 1.724350 -1.101653 -0.543210 -0.78 -1.27 5.07 -0.616
C -0.842034 -0.076629 0.261244 2.88 0.15 0.43 -0.424
F -1.135397 -1.276298 0.807170 -0.37 0.28 -0.19 0.028
I 3.220469 0.110438 0.172929 0.04 0.15 0.12 0.751
H 0.776704 0.754450 1.456984 -1.80 0.66 -0.30 0.032
H -0.542897 1.942751 0.963224 -0.11 1.36 -0.68 0.059
H -0.914679 0.695588 2.095407 -0.06 0.27 1.05 0.075
H -0.407568 0.651907 -1.654619 0.15 -0.49 -0.66 0.070
H -1.897021 1.151795 -0.866594 0.06 -1.36 -1.28 0.108
H -1.779821 -0.758965 -1.408015 0.94 2.40 -0.48 0.135
H 1.548983 -2.032915 0.123766 0.23 1.77 -1.30 0.017
H 1.828810 -1.239555 -1.527010 0.04 -0.54 -3.70 -0.112
```
Forces are in eV/Å.

---

No. 3
A 2-piece molecular cluster, C4H8FN overall. Source: the OMol25 dataset; level of theory: ωB97M-V with the def2-TZVPD basis set.

As for the LUMO energy: 1.0 eV. Its HOMO-LUMO gap is 10.78 eV. The calculation puts the molecular weight at 89.11 g mol⁻¹. As for the energy above the lowest of the compared OMol25 structures with the same formula, charge and spin: 55.8 kcal/mol. The HOMO energy is -9.79 eV.

Structure (XYZ):
```
14
Properties=species:S:1:pos:R:3:forces:R:3:lowdin_charge:R:1
C 0.886455 1.601154 -0.072024 -1.26 0.09 -0.96 -0.049
C 1.124176 0.353257 -0.964834 -0.85 -0.18 -0.50 -0.047
C 0.283575 0.297267 0.266965 0.73 -0.98 2.27 -0.316
C -1.369209 -1.370835 0.106795 1.07 -1.22 -0.04 -0.114
N -1.006448 -0.079149 0.521177 0.31 2.34 2.33 -0.051
F 1.302585 -0.576373 1.528325 -1.40 1.55 -2.01 -0.308
H 1.682763 1.983754 0.472930 1.59 -0.01 1.06 0.078
H 0.270390 2.487590 -0.365516 0.04 -1.35 -0.11 0.125
H 0.646868 0.217864 -1.955956 -0.11 0.50 0.80 0.110
H 2.097961 -0.143855 -1.007403 -0.32 0.37 0.73 0.112
H -2.397492 -1.461449 0.288241 -1.49 -0.60 0.41 0.064
H -1.276065 -1.319845 -0.965051 0.38 -1.03 -0.50 0.083
H -0.761849 -2.138414 0.668547 -0.67 0.39 -1.04 0.117
H -1.483709 0.149034 1.477805 1.95 0.14 -2.43 0.196
```
Forces are in eV/Å.

---

No. 4
An isolated molecule of C4H8FN. Source: the OMol25 dataset; level of theory: ωB97M-V with the def2-TZVPD basis set.

As for the LUMO energy: 1.1 eV. Its HOMO-LUMO gap is 10.15 eV. The calculation puts the molecular weight at 89.11 g mol⁻¹. As for the energy above the lowest of the compared OMol25 structures with the same formula, charge and spin: 22.6 kcal/mol. The HOMO energy is -9.03 eV.

Structure (XYZ):
```
14
Properties=species:S:1:pos:R:3:forces:R:3:lowdin_charge:R:1
C 0.722373 1.349983 -0.609974 0.30 -0.31 -0.14 -0.073
C -0.395166 0.749102 0.224481 0.85 1.20 0.19 -0.246
C -0.245023 -0.665555 0.805081 0.60 -0.01 -0.02 -0.253
C -1.174450 -0.371458 -0.301836 -0.56 0.12 -0.54 -0.302
H 1.485768 1.718980 0.094000 0.06 -0.29 -0.48 0.081
H 1.143195 0.559477 -1.286705 -0.09 0.99 0.48 0.080
H 0.399884 2.234573 -1.200303 0.00 -0.73 0.20 0.082
H -0.888247 1.556833 0.792340 -0.06 -1.00 0.10 0.149
H -0.676402 -0.801736 1.794692 0.00 -0.01 -0.26 0.146
H 1.318367 -1.409531 -0.340772 0.02 0.13 -0.36 0.050
H 0.805591 -2.426640 0.817875 -0.07 0.09 -0.02 0.071
H -0.949757 -0.675874 -1.315969 0.06 -0.33 -0.03 0.152
N 0.970054 -1.451120 0.598106 -0.40 0.32 0.75 0.050
F -2.516187 -0.367034 -0.071015 -0.70 -0.17 0.14 0.012
```
Forces are in eV/Å.

---

No. 5
An isolated molecule of C4H8FN. Source: the OMol25 dataset; level of theory: ωB97M-V with the def2-TZVPD basis set.

As for the LUMO energy: 1.2 eV. Its HOMO-LUMO gap is 10.70 eV. The calculation puts the molecular weight at 89.11 g mol⁻¹. As for the energy above the lowest of the compared OMol25 structures with the same formula, charge and spin: 11.8 kcal/mol. The HOMO energy is -9.54 eV.

Structure (XYZ):
```
14
Properties=species:S:1:pos:R:3:forces:R:3:lowdin_charge:R:1
C -0.695101 -0.056817 0.334004 0.00 -0.99 0.37 -0.357
C -0.502601 1.425252 -0.040228 -1.11 -0.07 0.89 -0.131
C 0.992827 1.151680 0.010963 1.01 0.31 -0.84 -0.125
C 0.668080 -0.294618 -0.301367 -1.10 0.66 -1.53 -0.357
H -1.788793 -1.767502 0.085132 0.04 -0.58 0.19 0.064
H -2.681474 -0.424085 0.194705 -0.58 0.12 0.19 0.061
H -0.502885 -0.158105 1.413366 -0.41 -0.01 0.08 0.149
H -0.941441 1.580467 -1.027211 0.36 0.24 -0.02 0.115
H -0.905781 2.141475 0.694697 0.13 -0.17 -0.50 0.112
H 1.632064 1.665953 -0.708692 0.06 0.05 0.24 0.110
H 1.392165 1.230051 1.017430 0.02 0.17 0.12 0.117
H 0.496428 -0.432739 -1.384089 0.19 0.08 0.25 0.161
N -1.840013 -0.807074 -0.186416 0.85 0.93 -0.15 0.058
F 1.488953 -1.282109 0.111038 0.53 -0.75 0.72 0.022
```
Forces are in eV/Å.

---

No. 6
An isolated ion of composition C4H8FN2O and charge +1. Source: the OMol25 dataset; level of theory: ωB97M-V with the def2-TZVPD basis set.

As for the LUMO energy: -5.4 eV. Its HOMO-LUMO gap is 9.09 eV. The calculation puts the molecular weight at 119.12 g mol⁻¹. The charge is +1. As for the energy above the lowest of the compared OMol25 structures with the same formula, charge and spin: 46.2 kcal/mol. The HOMO energy is -14.48 eV.

Structure (XYZ):
```
16
Properties=species:S:1:pos:R:3:forces:R:3:lowdin_charge:R:1
C 0.194850 0.278437 -0.678039 1.82 1.83 0.69 -0.371
C -0.908948 -0.702631 -0.438287 -0.21 -2.64 1.02 -0.145
C -0.895315 -0.411698 1.097177 -1.88 3.61 -3.92 0.104
C 1.093431 2.179214 0.857465 2.41 -0.64 -0.58 -0.064
N 0.212086 1.243561 0.273128 -3.37 -4.86 -1.66 0.059
N -0.463661 -2.030247 -1.036976 1.12 2.03 0.52 0.100
O 1.063951 -0.133730 -1.538646 -0.30 -0.96 0.45 0.091
F -2.024927 0.163008 1.454542 1.32 -1.18 0.73 0.148
H -1.920657 -0.638463 -0.860423 0.39 1.16 0.37 0.176
H -0.113480 -0.617825 1.754113 0.71 -0.77 1.60 0.143
H 0.574003 2.821728 1.576364 0.34 -0.20 -0.33 0.103
H 1.944420 1.578838 1.260267 -0.62 0.57 0.63 0.112
H 1.672181 2.710404 0.082662 -0.74 0.42 0.11 0.112
H -0.025082 -2.750411 -0.498936 0.04 -0.21 0.80 0.119
H 0.732593 -1.272047 -1.651674 -0.28 2.20 0.08 0.205
H -1.135446 -2.418136 -1.652738 -0.74 -0.37 -0.51 0.108
```
Forces are in eV/Å.

---

No. 7
C4H8FNO as an isolated structure. Source: the OMol25 dataset; level of theory: ωB97M-V with the def2-TZVPD basis set.

As for the LUMO energy: 0.7 eV. Its HOMO-LUMO gap is 9.41 eV. The calculation puts the molecular weight at 105.11 g mol⁻¹. As for the energy above the lowest of the compared OMol25 structures with the same formula, charge and spin: 122.9 kcal/mol. The HOMO energy is -8.69 eV.

Structure (XYZ):
```
15
Properties=species:S:1:pos:R:3:forces:R:3:lowdin_charge:R:1
C 1.695026 0.078862 -1.452130 1.44 1.01 -1.01 -0.067
C 0.692012 -0.122921 -0.329515 -2.96 -0.01 -2.79 -0.542
C 0.109565 0.965313 0.516584 -1.04 -1.92 1.39 -0.274
C -0.755550 0.404915 -0.685522 0.61 0.65 2.53 -0.185
H 1.765023 1.379784 -1.292612 0.80 -3.94 -1.07 0.138
H 2.749571 -0.668940 -1.180152 -3.02 2.86 -1.13 0.144
H 1.266418 -0.120572 -2.808278 1.29 0.39 4.68 0.177
H 0.531268 1.933949 0.461847 0.36 0.98 -0.12 0.104
H 0.337327 0.158546 2.573668 -1.17 0.98 -1.44 0.094
H -1.400311 0.951006 2.194217 4.85 -1.95 -1.34 0.206
H -0.840398 1.194703 -1.489321 -0.51 -1.59 0.76 0.154
H -1.786040 -0.789973 0.664758 0.44 1.51 -2.63 0.129
N -0.336217 0.440149 1.812063 -3.70 2.01 1.49 -0.028
O -1.904928 -0.387639 -0.287971 1.30 0.20 0.76 -0.080
F 0.502641 -1.330604 0.244299 1.30 -1.19 -0.07 0.031
```
Forces are in eV/Å.

---

No. 8
An isolated molecule of C4H8FNO. Source: the OMol25 dataset; level of theory: ωB97M-V with the def2-TZVPD basis set.

As for the LUMO energy: 0.8 eV. Its HOMO-LUMO gap is 10.46 eV. The calculation puts the molecular weight at 105.11 g mol⁻¹. As for the energy above the lowest of the compared OMol25 structures with the same formula, charge and spin: 30.5 kcal/mol. The HOMO energy is -9.65 eV.

Structure (XYZ):
```
15
Properties=species:S:1:pos:R:3:forces:R:3:lowdin_charge:R:1
C -1.079119 0.324969 -0.414873 0.55 -1.05 -1.80 -0.202
C 0.429785 0.282462 -0.221776 -1.09 -0.26 0.62 -0.464
C 1.041830 -1.075286 -0.364991 1.63 0.20 0.32 -0.089
C 1.035541 1.212366 0.719745 -0.33 0.80 0.44 -0.070
H -2.229854 -0.217947 1.099072 -0.40 -1.00 -0.21 0.079
H -2.245416 -1.330739 -0.215546 -0.52 0.12 0.48 0.072
H -1.295239 0.125307 -1.503986 0.29 0.32 0.84 0.138
H -1.466758 1.308918 -0.210376 0.03 0.47 0.14 0.113
H 1.134444 -1.424439 -1.384991 -0.02 0.11 -0.40 0.127
H 0.548849 -1.821961 0.224570 -0.63 -0.14 0.24 0.111
H 1.980829 1.005180 1.189252 0.10 -0.16 0.13 0.112
H 0.388263 1.934386 1.224771 0.14 -0.19 -0.02 0.120
N -1.712478 -0.715068 0.377827 0.10 0.75 0.46 0.011
O 1.112063 1.408598 -0.686913 0.49 0.22 -0.77 0.010
F 2.357261 -1.016747 0.168222 -0.34 -0.19 -0.48 -0.069
```
Forces are in eV/Å.